No. 1
Here is a molecular structure, C15H14N2O3SW from the OMol25 dataset. Energies are from ωB97M-V/def2-TZVPD.

Geometry as XYZ:
```
36
Properties=species:S:1:pos:R:3:forces:R:3
C 1.72846 -2.86275 -1.59866 0.19 0.64 -1.04
C 2.16749 -2.70660 -0.25350 0.17 0.43 0.55
C 2.55758 -1.37015 -0.05351 0.51 -0.58 -0.21
C 2.34631 -0.63026 -1.27554 1.61 -1.17 -0.47
C 1.92285 -1.59791 -2.27530 2.09 -0.94 -0.29
W 0.26805 -1.09581 -1.10711 -0.49 0.38 0.29
C -0.96575 -3.11555 0.84838 0.39 0.81 2.15
C -1.71925 -4.09131 0.32935 0.48 1.64 -2.85
C -2.16648 -4.43625 -0.86985 -0.51 -2.04 0.41
N -0.33724 -0.28206 -2.60082 -0.68 -1.24 0.92
H 3.06480 -0.97277 0.82719 -0.74 -0.07 -0.26
H 2.23785 -3.50773 0.48793 -0.19 0.44 -0.33
H 2.73012 0.35799 -1.49593 -0.35 -0.04 0.17
H 1.79782 -1.40777 -3.33345 0.11 -0.07 0.28
H 1.46454 -3.79399 -2.09286 -0.13 0.26 0.23
H -0.00720 -3.36981 1.30342 0.20 -0.14 -0.75
H -1.26720 -0.73138 -2.66282 -0.68 0.21 -0.56
H -1.28182 -2.17467 1.32358 -0.76 -0.57 -0.06
H -2.52190 -5.45279 -1.06059 -0.60 0.30 0.39
H -2.19413 -3.87047 -1.80782 0.79 0.38 0.59
O 2.03278 1.04469 1.41119 -1.47 0.38 -0.65
C 0.91419 1.32183 0.98155 0.59 -0.85 -0.27
N 0.11325 0.47979 0.17404 -1.67 1.22 0.44
S -1.51217 1.17715 -0.11311 1.35 -0.68 4.60
O -1.74527 1.54810 -1.43611 -0.76 0.48 -2.33
O -2.47521 0.37171 0.63365 1.05 0.54 -1.19
C -1.08831 2.62015 0.77596 -0.55 0.67 0.06
C -1.96131 3.69494 0.91840 0.28 0.02 0.24
C -1.50365 4.82320 1.60275 0.18 -0.42 -0.13
C -0.18508 4.85252 2.09077 -0.12 -0.27 -0.15
C 0.67058 3.75571 1.91733 -0.07 -0.27 -0.11
C 0.20756 2.60664 1.24555 -0.42 0.96 0.50
H -2.96639 3.62118 0.51029 0.16 0.15 0.11
H -2.17491 5.66879 1.75068 0.25 -0.17 -0.03
H 0.15729 5.75131 2.61141 0.00 -0.41 -0.18
H 1.69174 3.77432 2.29356 -0.22 0.01 -0.06
```
Positions in Å, forces in eV/Å.

The largest force on an atom comes out at 4.85 eV Å⁻¹. The LUMO energy (alpha / beta) comes out at -0.20 / -1.15 eV. As for the energy above the lowest of the compared OMol25 structures with the same formula, charge and spin: 0.00 kJ/mol. The spin multiplicity is 3. The value obtained for the energy is -1380.256844 Eh. For the HOMO energy (alpha / beta), the calculation gives -7.0065 / -9.0450 eV. The HOMO-LUMO gap (alpha / beta) is 6.81 / 7.90 eV.

These are the Mulliken partial charges, in e, on atoms 1 to 6: -0.30 -0.91 -0.20 -0.73 -0.53 1.09

No. 2
Here is a molecular structure, C15H15BiBr2N2O3S3 from the OMol25 dataset. Energies are from ωB97M-V/def2-TZVPD.

Geometry as XYZ:
```
41
Properties=species:S:1:pos:R:3:forces:R:3
Bi -1.07240 -0.21996 -0.76415 -0.17 -3.30 0.38
C -0.62077 -4.96353 0.90160 0.13 0.57 0.96
C -0.97446 -3.65212 0.19214 -0.05 -1.76 -3.18
S -1.08701 -2.27616 1.16744 -0.11 2.02 -0.86
C -1.09677 -3.73200 -1.20669 0.08 -1.79 2.83
C -1.08578 -5.15711 -1.81197 -0.43 0.59 -0.74
S -1.23428 -2.48226 -2.35658 0.02 1.91 0.67
H -0.48775 -4.71305 1.96039 0.12 -0.22 -0.09
H 0.32974 -5.40498 0.54692 -0.54 0.16 0.02
H -1.42428 -5.71048 0.87675 0.21 0.17 -0.15
H -1.30076 -5.97513 -1.10141 0.06 0.65 -0.44
H -0.13482 -5.36827 -2.31233 0.04 0.00 0.14
H -1.84682 -5.16939 -2.62289 0.37 -0.18 0.50
Br -2.14483 5.56947 2.87448 0.22 -0.40 -0.30
C -1.82352 3.77622 2.32737 -1.09 -0.65 0.14
C -2.88860 2.84792 2.42130 0.32 0.19 0.02
C -2.64436 1.54216 2.02927 0.66 0.07 -0.27
N -1.44662 1.10736 1.59128 0.54 0.62 0.89
C -0.40308 1.95485 1.64258 -1.33 0.93 -0.36
C -0.59545 3.33880 1.89219 0.90 -0.40 0.11
C 0.93175 1.41081 1.32894 1.31 0.20 -1.00
C 2.10981 2.16274 1.53148 0.20 -0.55 -0.06
C 3.33257 1.62180 1.12500 -0.49 -1.22 -0.58
Br 4.96751 2.58145 1.36425 -0.73 -0.34 -0.16
C 3.34799 0.31642 0.54753 -0.13 0.96 0.85
C 2.14078 -0.37817 0.47343 0.63 0.98 -0.22
N 0.97404 0.20348 0.73657 -0.22 0.68 0.72
H -3.88530 3.12339 2.77098 0.45 0.05 -0.05
H -3.39212 0.76180 2.08782 -0.26 0.18 -0.13
H 0.24308 4.02662 1.73984 -0.49 -0.23 0.25
H 2.09337 3.15594 1.96037 -0.06 -0.16 0.11
H 4.26739 -0.12884 0.17635 -0.17 0.06 0.28
H 2.11383 -1.40925 0.16532 -0.12 -0.16 -0.39
C 0.46031 2.54277 -3.89201 -0.21 -0.35 0.92
S 0.72629 1.84005 -2.24085 -0.70 -0.12 -0.23
O -0.39024 2.25636 -1.34920 0.61 0.13 -0.60
O 2.02689 2.30110 -1.84192 0.09 -0.22 0.12
O 0.59935 0.32534 -2.37820 0.15 1.23 0.09
H 0.58227 3.63493 -3.80043 -0.19 -0.56 -0.05
H -0.52114 2.22669 -4.26518 0.27 0.26 0.12
H 1.25422 2.11222 -4.48778 0.11 0.02 -0.23
```
Positions in Å, forces in eV/Å.

The largest force on an atom comes out at 3.64 eV Å⁻¹. The LUMO energy (alpha / beta) comes out at -1.11 / -1.11 eV. The value obtained for the energy is -7473.029842 Eh. For the HOMO energy (alpha / beta), the calculation gives -6.5291 / -6.5299 eV. The HOMO-LUMO gap (alpha / beta) is 5.42 / 5.42 eV.

These are the Mulliken partial charges, in e, on atoms 1 to 6: 1.15 -1.66 0.81 -0.47 0.41 -1.42

No. 3
Here is 15 unconnected molecules or ions with the total composition C15H15BrCl42O3S from the OMol25 dataset. Energies are from ωB97M-V/def2-TZVPD.

Geometry as XYZ:
```
77
Properties=species:S:1:pos:R:3:forces:R:3
O -2.86099 -6.83103 2.34032 0.09 0.14 -0.04
C -2.04092 -6.11667 1.86587 -0.27 -0.22 0.01
O -2.26449 -4.79697 1.68843 0.15 0.13 0.30
S -0.97251 -3.73741 1.44089 -0.05 -0.04 -0.49
O -0.84081 -6.54545 1.35376 0.21 0.11 0.18
Br 0.29772 -7.03724 2.69486 -0.03 -0.08 -0.14
H -0.58344 -3.52606 2.70811 -0.31 -0.18 0.24
C 1.05454 -3.78603 -2.19261 -0.19 0.04 0.14
Cl -0.59557 -4.40954 -2.12863 0.05 -0.03 -0.15
Cl 1.12734 -2.28511 -3.11687 0.05 0.00 -0.05
Cl 1.65248 -3.52835 -0.55656 0.32 -0.03 -0.28
H 1.68100 -4.51994 -2.68108 0.01 -0.01 -0.02
C -0.45415 1.14444 -3.57613 0.00 0.07 0.05
Cl -0.81582 1.33835 -1.86191 -0.07 -0.03 0.04
Cl -1.21368 2.40640 -4.55315 -0.11 -0.30 0.01
Cl 1.28794 1.14807 -3.83715 -0.07 -0.07 -0.04
H -0.86168 0.19126 -3.88578 0.06 -0.02 -0.06
C -3.95378 -6.36274 -3.38963 -0.05 0.04 0.07
Cl -5.59857 -6.98787 -3.40597 0.06 -0.06 -0.11
Cl -3.84047 -4.86235 -4.31288 0.02 0.02 -0.05
Cl -3.37328 -6.11572 -1.73962 -0.07 -0.06 0.04
H -3.30708 -7.08760 -3.86244 -0.06 0.02 0.03
C 4.47539 3.40413 -2.73565 -0.08 0.02 -0.04
Cl 3.35144 3.08988 -1.40803 0.02 -0.03 0.04
Cl 4.37947 2.13229 -3.95416 0.18 0.02 0.01
Cl 4.16004 4.98259 -3.44815 0.02 -0.02 0.00
H 5.47835 3.40758 -2.33167 0.01 -0.02 0.01
C 0.74395 5.90174 -1.77371 0.01 -0.01 -0.08
Cl -0.39515 6.60649 -0.62309 0.01 -0.01 0.02
Cl -0.04472 4.69443 -2.78411 0.11 0.18 0.09
Cl 1.48089 7.16323 -2.76628 -0.12 -0.02 0.15
H 1.52793 5.41112 -1.21145 0.03 0.00 -0.01
C 3.89929 -1.05068 1.97720 -0.05 0.04 0.05
Cl 2.24132 -1.65905 1.96557 -0.05 0.07 0.15
Cl 4.02202 0.42493 1.02413 0.01 0.02 -0.03
Cl 4.44051 -0.78782 3.63103 0.09 0.04 -0.04
H 4.53388 -1.79859 1.52132 0.00 -0.03 0.00
C 2.59931 1.45414 6.71075 -0.01 -0.10 -0.03
Cl 4.35586 1.27982 6.77643 -0.03 0.27 0.01
Cl 2.05413 1.73044 5.05799 -0.01 0.02 0.01
Cl 1.80688 0.04018 7.40777 -0.01 0.00 0.01
H 2.32684 2.31602 7.30303 0.00 0.01 0.01
C -8.18661 -5.46120 -0.15184 0.03 0.04 0.03
Cl -8.58379 -5.15157 1.53874 0.00 -0.01 0.00
Cl -8.93856 -4.25838 -1.20273 -0.01 0.00 -0.02
Cl -6.44482 -5.50820 -0.39773 -0.05 0.06 0.13
H -8.58878 -6.42974 -0.41561 -0.01 -0.01 0.00
C 0.84849 4.98410 8.60412 -0.02 -0.03 -0.01
Cl 1.61585 3.77632 9.63940 0.01 -0.01 0.01
Cl 1.44755 4.85132 6.94900 -0.01 0.05 -0.01
Cl -0.90372 4.83062 8.65269 0.00 0.00 0.00
H 1.11313 5.96319 8.97906 0.01 0.01 0.01
C 5.54872 -2.12015 8.31120 -0.03 0.05 0.02
Cl 7.30071 -2.26517 8.45788 0.01 0.01 0.00
Cl 5.06865 -1.93277 6.62935 0.07 -0.34 -0.02
Cl 4.73752 -3.50036 9.05055 -0.01 0.00 0.01
H 5.24180 -1.22916 8.84370 -0.01 0.01 0.01
C -2.23470 5.50283 -6.87739 -0.01 0.01 -0.03
Cl -2.60965 6.29977 -8.40508 -0.01 0.01 0.00
Cl -3.11229 3.97503 -6.73668 -0.01 0.09 -0.05
Cl -0.49957 5.25781 -6.70451 0.01 -0.01 0.01
H -2.56313 6.14782 -6.07374 0.00 0.00 0.02
C 2.06212 11.33902 -4.16282 -0.03 0.00 0.01
Cl 0.69903 11.65629 -3.09165 0.00 0.00 0.01
Cl 2.08815 9.64624 -4.65581 0.06 0.10 -0.15
Cl 2.02386 12.40370 -5.56705 0.01 0.00 0.00
H 2.97209 11.54087 -3.61478 0.02 0.00 0.01
C -1.37214 -6.39718 -7.01254 -0.03 0.05 -0.01
Cl -1.69974 -7.55941 -5.72152 0.13 -0.12 -0.07
Cl 0.36156 -6.23435 -7.27562 0.01 0.01 0.01
Cl -2.19885 -6.86186 -8.49471 -0.01 0.00 0.00
H -1.75885 -5.43814 -6.69405 -0.01 0.01 0.02
C -2.91171 -0.74985 3.67509 -0.02 -0.06 -0.03
Cl -3.37568 -1.78651 5.02400 0.00 -0.01 0.01
Cl -1.15831 -0.76545 3.45634 0.07 0.17 0.06
Cl -3.74670 -1.22443 2.20024 0.01 0.01 0.00
H -3.20304 0.26364 3.91371 0.01 0.02 0.02
```
Positions in Å, forces in eV/Å.

The largest force on an atom comes out at 0.50 eV Å⁻¹. The LUMO energy comes out at -1.08 eV. The value obtained for the energy is -23106.391760 Eh. For the HOMO energy, the calculation gives -9.5900 eV. The HOMO-LUMO gap is 8.51 eV.

These are the Mulliken partial charges, in e, on atoms 1 to 6: -0.47 0.61 -0.23 0.15 -0.23 0.07